[1]
Entry from OMol25: a cluster of 3 separate species, C14H31BrN4O3 in total (the ωB97M-V functional and the def2-TZVPD basis).

Structure (XYZ):
```
53
C14H31BrN4O3 the ωB97M-V functional and the def2-TZVPD basis
H -0.1874 -3.0776 -7.2558
N -0.3059 -2.4308 -6.4776
C -1.2856 -2.7587 -5.7518
C -1.6652 -2.0059 -4.4952
N -1.6481 -0.5598 -4.5896
C -0.3887 0.1457 -4.8031
C -0.5791 1.2817 -5.8081
O -1.1626 0.8088 -6.9983
C -0.6559 1.3843 -8.1796
C 0.1839 0.7496 -3.5164
C 0.7607 -0.2042 -2.4747
C 1.6583 -1.3139 -3.0148
Br -0.6774 -0.9797 -1.3632
H -1.8899 -3.6544 -5.9438
H -1.0208 -2.4147 -3.6945
H -2.6820 -2.2925 -4.2217
H -2.1437 -0.1804 -3.7934
H 0.3122 -0.5616 -5.2424
H -1.2111 2.0683 -5.3674
H 0.4045 1.7235 -6.0184
H -0.3958 2.4401 -8.0464
H -1.4281 1.3163 -8.9469
H 0.2339 0.8453 -8.5295
H -0.5951 1.3617 -3.0511
H 0.9961 1.4398 -3.7750
H 1.3114 0.3814 -1.7444
H 2.4878 -1.5023 -2.3338
H 2.0682 -1.0275 -3.9854
H 1.1290 -2.2545 -3.1536
C -3.0815 -0.2846 3.6912
N -1.6416 -0.3864 3.6304
C -1.0101 -0.8890 2.4228
C -0.8545 -0.0287 4.6648
O 0.3603 -0.0990 4.6577
H -3.5537 -1.2609 3.5614
H -3.4639 0.3884 2.9206
H -3.3712 0.1086 4.6647
H -0.4273 -1.7863 2.6334
H -0.3362 -0.1463 1.9961
H -1.7843 -1.1231 1.6957
H -1.4198 0.3390 5.5376
C 3.6852 1.8757 8.5864
N 2.3238 1.4063 8.4923
C 1.9136 0.6245 7.3363
C 1.4071 1.6747 9.4442
O 0.2480 1.3097 9.4078
H 3.9393 2.5280 7.7476
H 4.3930 1.0435 8.5987
H 3.8075 2.4418 9.5093
H 1.1009 1.1064 6.7977
H 1.5695 -0.3642 7.6397
H 2.7601 0.5188 6.6620
H 1.8127 2.2751 10.2773
```

- SMILES string = [H]/N=C/CN[C@@H](COC)C[C@H](C)Br.CN(C)C=O.CN(C)C=O
- total charge = 0
- HOMO level (hartree) = -0.31488

[2]
Entry from OMol25: a cluster of 2 separate species, C14H31ClN4O in total (the ωB97M-V functional and the def2-TZVPD basis).

Structure (XYZ):
```
51
C14H31ClN4O the ωB97M-V functional and the def2-TZVPD basis
N 2.3503 2.4577 0.8733
C 1.6390 2.8551 -0.3396
C 0.2874 3.4547 0.0641
C 0.2622 4.9624 -0.0918
N -1.0790 5.5238 -0.0272
C -2.1714 4.6736 0.3893
C -2.1810 3.2707 -0.2389
Cl -2.5514 2.0015 0.9350
N -0.8296 2.9500 -0.8077
H 2.6970 3.2748 1.3641
H 3.1704 1.9135 0.6352
H 1.4795 1.9580 -0.9331
H 2.1927 3.5679 -0.9564
H 0.0790 3.1078 1.0723
H 0.9196 5.3996 0.6613
H 0.6982 5.1926 -1.0645
H -1.3016 6.0566 -0.8513
H -2.1894 4.5637 1.4714
H -3.1008 5.1611 0.1121
H -2.9127 3.1530 -1.0300
H -0.7813 1.9145 -0.9221
H -0.7193 3.3753 -1.7296
C 1.0850 -4.3728 -1.5009
C 0.0591 -3.9771 -0.4229
C 0.7422 -4.0275 0.9536
C 1.7233 -2.8778 1.2290
C 1.3299 -1.5885 0.4900
C -0.1505 -1.5446 0.1072
N -0.4681 -2.6420 -0.7499
O -1.8236 -2.5875 -1.1227
C -0.4008 -0.3116 -0.7593
C -1.0376 -1.4065 1.3660
C -1.0618 -5.0053 -0.4255
H 0.5979 -4.3512 -2.4764
H 1.4885 -5.3781 -1.3314
H 1.9184 -3.6670 -1.5228
H -0.0363 -4.0210 1.7195
H 1.2509 -4.9900 1.0603
H 1.7503 -2.6915 2.3056
H 2.7404 -3.1630 0.9504
H 1.5808 -0.7139 1.1033
H 1.9106 -1.4959 -0.4351
H 0.1462 -0.4008 -1.7018
H -0.0402 0.5607 -0.1941
H -1.4673 -0.2289 -0.9781
H -0.7805 -0.5007 1.9321
H -0.9253 -2.2568 2.0355
H -2.0812 -1.3578 1.0540
H -0.6374 -5.9914 -0.2051
H -1.5571 -5.0338 -1.3918
H -1.8138 -4.7658 0.3252
```

- total charge = 0
- HOMO level (hartree) = -0.13661

[3]
Entry from OMol25: a structure of composition C14H31CuF3N2O6 in a non-equilibrium geometry (the ωB97M-V functional and the def2-TZVPD basis).

Structure (XYZ):
```
57
C14H31CuF3N2O6 the ωB97M-V functional and the def2-TZVPD basis
Cu -6.2196 -13.2015 -18.7189
C -7.7665 -11.6516 -22.1054
C -7.3547 -12.0921 -20.7374
O -8.0562 -12.8237 -19.9991
O -6.1800 -11.7876 -20.3659
H -7.0387 -10.9595 -22.5128
H -8.7991 -11.3403 -22.2327
H -7.6768 -12.5619 -22.7159
C -3.4576 -12.1303 -17.1653
O -3.7034 -10.7474 -16.8647
O -4.4672 -12.7144 -17.7618
C -2.1283 -12.2981 -17.9509
F -2.2853 -12.3686 -19.2868
F -1.2654 -11.2790 -17.7617
F -1.5047 -13.4304 -17.5914
C -3.7913 -9.8823 -17.9841
C -3.1509 -8.5461 -17.6056
H -2.1113 -8.8082 -17.3932
H -3.1589 -7.8533 -18.4481
H -3.5816 -8.0777 -16.7234
H -4.8443 -9.7376 -18.2426
H -3.2803 -10.2485 -18.8721
H -3.2478 -12.5425 -16.1604
C -9.1010 -15.0745 -15.9027
C -8.3284 -14.2345 -16.9112
C -8.2690 -12.7862 -16.4798
O -7.3830 -12.0897 -17.3150
C -7.4425 -10.6865 -17.2136
N -6.9488 -14.7522 -17.1134
H -10.0669 -14.6317 -15.6580
H -8.5129 -15.2326 -14.9987
H -9.2953 -16.0584 -16.3371
H -8.7962 -14.1307 -17.8978
H -7.8921 -12.6586 -15.4458
H -9.2455 -12.2901 -16.4380
H -7.2664 -10.4078 -16.1629
H -8.4407 -10.3270 -17.4742
H -6.6340 -10.2270 -17.7646
H -6.4415 -14.6835 -16.2357
H -7.0774 -15.7298 -17.3521
C -3.7512 -13.9765 -21.2660
C -5.1096 -14.6531 -21.2496
C -4.9859 -16.0491 -21.9126
O -3.9446 -16.8030 -21.3423
C -3.9262 -18.1653 -21.6741
N -5.7250 -14.8484 -19.9273
H -3.6771 -13.3274 -20.3932
H -3.6258 -13.3956 -22.1732
H -2.9637 -14.7120 -21.1181
H -5.8263 -14.2761 -21.9846
H -4.8329 -15.9713 -22.9986
H -5.9335 -16.5993 -21.7696
H -3.2190 -18.3958 -22.4785
H -4.9205 -18.5012 -21.9924
H -3.6196 -18.7430 -20.8015
H -5.1576 -15.4982 -19.3881
H -6.6410 -15.2605 -20.0805
```

- expectation value of S² = 0.752
- energy above the lowest of the compared OMol25 structures with the same formula, charge and spin (eV) = 0.000
- spin multiplicity = 2
- total charge = 0
- HOMO level (alpha / beta) (hartree) = -0.29986 / -0.29883

[4]
Entry from OMol25: a structure of composition C14H31FINO3S2 in a non-equilibrium geometry (the ωB97M-V functional and the def2-TZVPD basis).

Structure (XYZ):
```
53
C14H31FINO3S2 the ωB97M-V functional and the def2-TZVPD basis
O 0.5027 2.2377 6.6101
C -0.0036 3.2685 6.3601
I 0.8102 4.5986 4.8637
C -1.2772 3.7949 7.0158
N -2.2992 4.0618 5.9723
S -3.3036 5.4289 6.4029
S -3.2681 2.7247 5.7277
O -4.5772 2.9086 6.2466
O -2.5426 1.5660 6.1038
F -3.3825 2.7831 4.1868
H -1.6019 3.1264 7.8113
H -1.0141 4.7686 7.4271
H -2.6715 6.3379 5.6410
C 1.4038 -0.1403 -1.5491
C 1.8612 1.2561 -1.1383
C 3.0230 1.2475 -0.1463
C 2.7180 0.5818 1.1967
C 1.5383 1.1828 1.9596
C 1.7427 2.6446 2.3484
H 1.0291 -0.7097 -0.6970
H 0.5960 -0.0787 -2.2803
H 2.2245 -0.7012 -2.0016
H 1.0151 1.8140 -0.7279
H 2.1774 1.7987 -2.0332
H 3.3511 2.2771 0.0227
H 3.8751 0.7330 -0.6019
H 3.6130 0.6415 1.8241
H 2.5326 -0.4849 1.0420
H 1.3833 0.5980 2.8704
H 0.6195 1.0852 1.3747
H 2.6339 2.7593 2.9681
H 0.8872 3.0247 2.9249
H 1.8510 3.2827 1.4673
C -0.7231 -4.2184 -6.7995
C -0.6478 -2.9590 -5.9413
C 0.2893 -3.0949 -4.7424
C -0.1102 -4.1699 -3.7300
C -1.5072 -4.0057 -3.1335
C -1.6768 -2.7118 -2.3433
H -1.1199 -5.0661 -6.2389
H -1.3778 -4.0603 -7.6578
H 0.2643 -4.4915 -7.1772
H -1.6514 -2.6801 -5.6090
H -0.2931 -2.1323 -6.5627
H 0.3603 -2.1271 -4.2375
H 1.2981 -3.3183 -5.1040
H 0.6239 -4.1694 -2.9179
H -0.0388 -5.1564 -4.1965
H -1.7000 -4.8519 -2.4689
H -2.2656 -4.0577 -3.9195
H -0.9521 -2.6589 -1.5281
H -2.6757 -2.6549 -1.9084
H -1.5440 -1.8330 -2.9762
```

- total charge = 0
- HOMO level (hartree) = -0.35945

[5]
Entry from OMol25: a structure of composition C14H31N7O4PmS4Sb in a non-equilibrium geometry (the ωB97M-V functional and the def2-TZVPD basis).

Structure (XYZ):
```
62
C14H31N7O4PmS4Sb the ωB97M-V functional and the def2-TZVPD basis
Pm -0.2354 0.8227 -0.6296
C 1.5044 2.0891 -3.5486
C 0.0753 2.5776 -3.5270
O -0.8772 1.5587 -3.1382
C -1.0527 0.6046 -4.1594
C -1.0848 -0.7755 -3.5271
O 0.0233 -0.8038 -2.6279
C 0.3714 -2.0538 -2.0055
C 1.7676 -1.9028 -1.4506
O 1.8234 -0.6372 -0.7575
C 3.0710 0.0611 -0.9072
C 3.0404 0.8759 -2.1871
O 1.7572 1.5147 -2.2682
H 2.1483 2.9322 -3.7772
H 1.6423 1.3192 -4.3154
H -0.2256 2.9773 -4.4973
H -0.0545 3.3858 -2.7874
H -0.2549 0.6681 -4.9432
H -2.0195 0.7593 -4.6102
H -0.9795 -1.5595 -4.2768
H -2.0071 -0.8935 -2.9628
H 0.3254 -2.8679 -2.7109
H -0.3828 -2.2616 -1.2638
H 2.4485 -1.8852 -2.2789
H 1.9819 -2.7048 -0.7574
H 3.9383 -0.5939 -0.8620
H 3.1099 0.7326 -0.0799
H 3.2193 0.2459 -3.0616
H 3.8702 1.6099 -2.1559
S -1.3265 3.4515 -0.3287
Sb -3.2643 2.0795 0.3903
S -2.8552 -0.0324 -0.7489
S -1.4423 1.9572 1.9845
C -1.5964 -2.7674 4.6765
N -1.1884 -1.7006 3.7584
C -0.4117 -0.6585 4.4545
C -1.0477 -1.9835 2.4545
S 0.2888 -1.3078 1.5758
N -1.9670 -2.7785 1.9096
C -1.8781 -3.3303 0.5852
C -3.3330 -2.8144 2.4357
H -0.7921 -2.9565 5.3685
H -1.7434 -3.7081 4.1514
H -2.4986 -2.5150 5.2202
H -0.8192 -0.6332 5.4339
H -0.5331 0.2362 3.9035
H 0.6475 -0.9569 4.4979
H -0.8393 -3.4835 0.3518
H -2.3680 -2.6587 -0.1621
H -2.3684 -4.2919 0.5038
H -3.4209 -2.2083 3.3064
H -3.6234 -3.8295 2.7302
H -4.0171 -2.3993 1.6784
N 1.5201 5.4857 1.7266
N 1.6418 4.1116 1.6511
N 1.7989 3.2789 2.7100
C 1.7371 2.1101 2.1122
N 1.5682 2.2090 0.7718
N 1.5689 3.5064 0.4821
H 1.5667 5.7190 2.7086
H 2.2460 5.9189 1.1805
H 1.8062 1.1551 2.6004
```

- expectation value of S² = 8.761
- energy above the lowest of the compared OMol25 structures with the same formula, charge and spin (eV) = 0.231
- spin multiplicity = 6
- total charge = +1
- HOMO level (alpha / beta) (hartree) = -0.35116 / -0.37636

[6]
Entry from OMol25: an isolated molecule of C14H31O3P in a non-equilibrium geometry (the ωB97M-V functional and the def2-TZVPD basis).

Structure (XYZ):
```
49
C14H31O3P the ωB97M-V functional and the def2-TZVPD basis
C 2.7333 5.1306 2.6117
C 3.3691 3.7709 2.3452
C 2.4735 2.8355 1.5348
C 1.2253 2.3955 2.2915
O 0.5442 1.4375 1.5027
C -0.6319 0.9675 2.1014
P -1.5262 -0.1949 0.9707
O -2.8561 -0.5201 1.5028
C -0.4071 -1.6605 0.8597
C 0.9088 -1.4404 0.1264
C 1.8755 -2.6026 0.3503
C 3.1900 -2.3890 -0.3901
C -1.5210 0.7853 -0.6233
O -2.5474 0.4330 -1.4916
C -2.4941 -0.9182 -1.8994
C -3.6525 -1.1800 -2.8543
C -3.8368 -2.6615 -3.1774
C -2.6714 -3.2556 -3.9609
H 2.4325 5.5992 1.6776
H 1.8576 5.0360 3.2484
H 3.4438 5.7859 3.1101
H 4.2984 3.9189 1.7910
H 3.6229 3.2953 3.2952
H 3.0339 1.9376 1.2671
H 2.1662 3.3228 0.6081
H 0.5598 3.2486 2.4861
H 1.5026 1.9505 3.2604
H -1.3310 1.7903 2.3280
H -0.4277 0.4435 3.0502
H -0.2230 -1.9307 1.9056
H -0.9799 -2.4801 0.4175
H 0.7213 -1.3382 -0.9446
H 1.3632 -0.5124 0.4763
H 1.4118 -3.5315 0.0090
H 2.0748 -2.7065 1.4193
H 3.8680 -3.2208 -0.2147
H 3.0174 -2.3077 -1.4610
H 3.6727 -1.4747 -0.0519
H -1.7037 1.8261 -0.3377
H -0.5323 0.7187 -1.0986
H -2.5856 -1.5652 -1.0141
H -1.5268 -1.1183 -2.3858
H -4.5556 -0.7950 -2.3791
H -3.4900 -0.6130 -3.7725
H -4.7504 -2.7732 -3.7650
H -3.9718 -3.2174 -2.2472
H -2.4905 -2.6818 -4.8672
H -1.7612 -3.2580 -3.3666
H -2.8923 -4.2821 -4.2443
```

- SMILES string = CCCCOCP(=O)(CCCC)COCCCC
- energy above the lowest of the compared OMol25 structures with the same formula, charge and spin (eV) = 0.201
- total charge = 0
- HOMO level (hartree) = -0.34145

[7]
Entry from OMol25: a structure of composition C14H32AsF12N5O8S2 in a non-equilibrium geometry (the ωB97M-V functional and the def2-TZVPD basis).

Structure (XYZ):
```
74
C14H32AsF12N5O8S2 the ωB97M-V functional and the def2-TZVPD basis
C -13.8029 22.7662 9.6487
C -13.8938 22.0731 10.9095
O -14.5867 22.1591 11.8537
N -12.8909 20.8591 10.9887
H -13.5616 20.1876 10.5010
H -12.1102 20.9779 10.3703
C -12.6126 20.4295 12.3678
H -14.4897 23.6297 9.7339
H -14.1809 22.2104 8.7710
H -12.8396 23.1046 9.3652
H -12.2180 21.1843 12.9983
H -11.9060 19.5631 12.2653
H -13.5159 19.9501 12.7399
C -13.2697 12.6335 13.5288
C -13.3362 14.0755 13.1943
O -14.0393 14.9398 13.6208
N -12.5139 14.4715 11.9678
H -12.5959 13.6604 11.3193
H -12.9035 15.2855 11.4375
C -11.0838 14.4598 12.3156
H -13.9486 12.1929 12.7802
H -13.5540 12.4533 14.5312
H -12.3188 12.2116 13.4035
H -10.5738 15.2222 11.7386
H -10.7248 13.4875 12.0521
H -10.9414 14.7110 13.3560
C -11.8441 14.3949 5.6723
C -13.2024 14.8617 5.4655
O -13.6653 15.4795 4.5552
N -14.2275 14.3952 6.5579
H -14.0068 13.5270 7.1409
H -14.1031 15.2115 7.2250
C -15.6430 14.4790 6.1116
H -11.5354 13.8421 4.7294
H -11.7773 13.7449 6.5361
H -11.2723 15.2679 5.7249
H -15.8414 15.4297 5.6106
H -16.2632 14.3771 7.0089
H -15.8267 13.7215 5.3667
C -7.6969 7.0886 11.5841
C -8.0222 8.1663 10.7085
O -8.2776 9.2565 11.0068
N -8.2921 7.8222 9.1689
H -8.6235 6.8448 8.9405
H -9.0729 8.4992 9.0048
C -7.1981 8.1531 8.2477
H -6.9829 6.3079 11.1769
H -8.5835 6.4947 11.9416
H -7.2769 7.4168 12.5050
H -7.5411 7.9109 7.2598
H -6.3378 7.5121 8.4176
H -7.0582 9.2462 8.3038
C -14.8822 11.2465 9.0390
F -15.0140 9.9475 9.3377
F -15.1013 11.4832 7.6911
F -15.7876 11.9693 9.6929
S -12.9845 11.6504 9.3779
O -12.7423 12.8390 8.5251
O -12.8549 11.7682 10.8547
N -12.3580 10.3118 8.9139
S -11.1704 10.1964 7.8750
O -11.0803 11.1598 6.8042
O -9.9506 9.9729 8.6962
C -11.5752 8.4966 7.0908
F -11.1904 7.5910 7.9387
F -12.8511 8.3200 6.7619
F -10.6905 8.4021 6.0236
As -13.3602 17.4042 9.3647
F -12.5982 16.5491 8.1227
F -12.6184 18.9762 9.0029
F -14.1259 18.2263 10.7582
F -14.1874 15.8667 9.9173
F -11.9949 16.9270 10.4632
F -14.7035 17.8973 8.3605
```

- total charge = +2
- HOMO level (hartree) = -0.54981

[8]
Entry from OMol25: a structure of composition C14H32CaO14V2 in a non-equilibrium geometry (the ωB97M-V functional and the def2-TZVPD basis).

Structure (XYZ):
```
63
C14H32CaO14V2 the ωB97M-V functional and the def2-TZVPD basis
O -17.6062 37.8383 -24.1084
V -16.7335 38.8489 -24.9273
O -17.0435 40.2782 -24.3583
O -14.3252 35.3323 -24.7982
V -13.9759 35.7748 -26.2921
O -14.2646 34.5798 -27.3229
Ca -12.9181 39.1611 -26.5498
C -15.3970 37.8892 -27.2064
O -15.4973 39.0461 -26.7807
O -14.2805 37.5026 -27.5910
O -15.9489 37.1320 -26.4028
C -11.2582 36.1969 -25.7766
O -12.1204 37.0483 -25.7414
O -10.3725 36.2438 -24.8898
O -11.6849 35.0416 -26.0299
C -18.6669 39.0766 -28.4932
C -19.1640 40.0189 -27.3979
C -20.6679 40.3732 -27.3446
O -18.8720 39.3233 -26.2709
H -18.9962 38.0382 -28.4568
H -17.5807 39.0190 -28.5639
H -18.9769 39.4930 -29.4516
H -18.5503 40.9197 -27.3952
H -20.8541 40.8457 -28.3090
H -21.0086 41.0492 -26.5603
H -21.1968 39.4290 -27.2146
H -19.7121 39.0841 -25.8727
C -13.0745 38.9775 -30.1871
C -11.5951 39.0693 -29.8045
C -11.0638 40.4082 -30.0512
O -11.4653 38.7280 -28.4295
H -13.2154 39.3409 -31.2050
H -13.6642 39.5215 -29.4492
H -13.2304 37.9010 -30.2582
H -10.9848 38.3349 -30.3302
H -11.6428 41.0823 -29.4199
H -11.3309 40.7796 -31.0405
H -10.0073 40.5960 -29.8599
H -10.5981 38.3164 -28.4190
C -17.2190 43.4443 -29.0301
C -16.6798 42.0140 -29.0673
C -15.7865 41.8201 -30.2766
O -16.1062 41.5845 -27.8374
H -17.8696 43.6026 -29.8902
H -16.4102 44.1746 -29.0554
H -17.9088 43.6445 -28.2102
H -17.4822 41.3107 -29.2902
H -16.3257 41.9922 -31.2080
H -15.4393 40.7933 -30.3917
H -14.9022 42.4571 -30.2578
H -15.9875 40.6335 -27.8926
C -13.3558 43.5082 -28.0803
C -13.0667 42.4536 -27.0889
C -13.6980 42.7403 -25.7169
O -13.6080 41.3277 -27.6455
H -12.7815 44.4053 -27.8492
H -14.3799 43.8815 -28.0721
H -13.1183 43.1902 -29.0954
H -11.9962 42.2484 -27.1012
H -14.7668 42.5421 -25.6371
H -13.6217 43.7762 -25.3865
H -13.3078 42.2012 -24.8537
H -14.5294 41.4315 -27.8941
```

- energy above the lowest of the compared OMol25 structures with the same formula, charge and spin (eV) = 5.930
- total charge = 0
- HOMO level (hartree) = -0.23751

- total charge of number 7 (C14H32AsF12N5O8S2)?
  +2